# 1
# C40H80O16

C40H80O16 as an isolated structure (the ωB97M-V functional and the def2-TZVPD basis, the Open Molecules 2025 dataset).

HOMO, eV: -7.87
LUMO level, eV: 0.41
HOMO-LUMO gap, eV: 8.27

Structure (XYZ):
```
136
C40H80O16 | the Open Molecules 2025 dataset | the ωB97M-V functional and the def2-TZVPD basis
C 2.72743 -3.85053 1.85189
C 3.80057 -3.58082 0.74747
O 3.59112 -2.29936 0.18454
C 3.84841 -1.09870 0.85756
O 4.43246 -1.05777 1.94694
O 3.36403 -0.02668 0.16907
C 3.22687 1.17984 0.87818
H 2.80323 -4.87710 2.21036
H 1.72609 -3.71223 1.44411
H 2.85015 -3.08701 2.62005
H 3.88209 -4.43396 0.07396
H 4.77579 -3.73627 1.20889
H 2.29854 1.24400 1.44579
H 3.07385 2.01236 0.19145
H 4.07511 1.32944 1.54618
C 1.29799 4.06861 0.14466
C 2.02628 3.50552 1.41635
O 1.08443 3.35789 2.45797
C 0.89491 2.17429 2.96705
O 0.92879 1.08855 2.28928
O 0.55311 2.28010 4.23106
C 0.46267 1.25113 5.18123
H 1.91357 4.15330 -0.75087
H 0.76638 5.00550 0.31115
H 0.39820 3.49999 -0.09015
H 2.89693 4.05566 1.77331
H 2.36069 2.54356 1.02789
H 1.43855 0.79206 5.33942
H -0.20930 0.48805 4.78847
H 0.10433 1.59848 6.15028
C -2.83922 -0.09864 -2.25645
C -2.53252 -0.62855 -0.79696
O -3.49629 -0.08433 0.18959
C -4.67163 -0.68329 0.33579
O -5.09485 -1.71840 -0.20086
O -5.27950 0.13099 1.15157
C -6.54384 -0.25325 1.58383
H -2.60103 0.96320 -2.31856
H -3.83927 -0.23977 -2.66645
H -2.18185 -0.57727 -2.98231
H -1.53314 -0.32951 -0.48088
H -2.54947 -1.71762 -0.83854
H -7.34641 -0.00032 0.89100
H -6.70704 0.22784 2.54820
H -6.65545 -1.30618 1.84264
C -2.44914 1.85837 1.39667
C -1.59758 3.01205 1.79987
C -1.79962 3.93295 0.55897
O -1.81812 3.07679 -0.56426
C -2.59490 1.89338 -0.16788
H -3.44365 2.02741 1.80956
H -2.02747 0.89480 1.68272
H -0.56859 2.66389 1.88963
H -1.97795 3.43677 2.72887
H -0.94408 4.56702 0.32635
H -2.65573 4.60708 0.53170
H -2.17283 1.00012 -0.62837
H -3.57548 2.02199 -0.62616
C 1.81070 -3.16047 -2.00409
C 1.02500 -4.36069 -2.33655
C 0.76824 -4.18374 -3.87311
O 1.13997 -2.85785 -4.06038
C 1.29675 -2.09302 -2.92739
H 2.88489 -3.23155 -2.17486
H 1.76264 -3.00984 -0.92562
H 0.11324 -4.45083 -1.74606
H 1.51423 -5.32365 -2.19003
H -0.29894 -4.17411 -4.09478
H 1.32735 -4.85741 -4.52247
H 0.36570 -1.58793 -2.67024
H 2.02952 -1.29943 -3.07356
C 2.76222 -0.70250 4.45166
C 2.15175 -0.33980 3.08105
C 1.16443 -1.47739 2.80866
O 1.15011 -2.24424 4.01655
C 1.79221 -1.63117 5.14155
H 2.69607 0.16519 5.10804
H 3.78623 -1.06824 4.37599
H 2.92078 -0.31295 2.30906
H 1.82551 0.69998 3.10381
H 1.52036 -2.04014 1.94569
H 0.22176 -1.03375 2.48826
H 2.31322 -2.36588 5.75545
H 0.99455 -1.15121 5.70852
C 1.87866 1.25606 -4.46688
C 0.93607 0.03696 -4.73834
C 1.90673 -1.05561 -5.04180
O 3.04905 -0.40444 -5.63030
C 3.29215 0.73676 -4.89752
H 1.76221 1.58035 -3.43278
H 1.59859 2.08062 -5.12246
H 0.36234 0.24746 -5.64090
H 0.34690 -0.10010 -3.83159
H 1.50364 -1.79692 -5.73178
H 2.39569 -1.58519 -4.22413
H 3.74772 1.50618 -5.52085
H 3.96893 0.47138 -4.08532
C -1.17443 -0.70061 2.69946
C -2.50823 -0.70853 1.92796
C -3.21259 -1.85331 2.68425
O -2.76746 -1.83538 4.01479
C -1.70401 -0.82061 4.07888
H -0.80157 0.31557 2.57122
H -0.50708 -1.46329 2.29814
H -2.38610 -0.90381 0.86257
H -2.94025 0.28774 2.02234
H -2.94472 -2.80800 2.23156
H -4.26355 -1.60246 2.54046
H -0.92220 -1.02759 4.80966
H -2.09788 0.14169 4.40589
C 1.41434 -0.52749 -1.01480
C 0.71861 -0.69243 0.23283
C -0.12735 0.51255 0.34975
O -0.45137 0.74457 -1.00270
C 0.62547 0.46590 -1.88489
H 1.63165 -1.43306 -1.58121
H 2.36314 -0.01113 -0.86906
H 1.33501 -0.77146 1.12832
H 0.09707 -1.58785 0.23470
H 0.34603 1.34007 0.87816
H -1.09299 0.30845 0.81235
H 1.17708 1.33656 -2.23954
H 0.34028 0.05780 -2.85454
C -2.71338 1.63509 -3.79096
C -1.29017 1.18276 -3.60220
C -0.55985 2.25775 -2.83255
O -1.49299 3.33457 -2.78023
C -2.82622 2.81040 -2.75409
H -3.42893 0.82833 -3.63218
H -2.80961 2.01724 -4.80723
H -0.82443 0.89610 -4.54508
H -1.35075 0.25827 -3.02797
H 0.33552 2.39484 -3.43887
H -0.23153 2.03380 -1.81758
H -3.44156 3.56860 -3.23845
H -3.19643 2.59258 -1.75229
```

Löwdin population analysis, charges in e, atoms 1 to 99:
1. C -0.0346
2. C -0.1953
3. O 0.0027
4. C -0.4357
5. O 0.1045
6. O -0.0456
7. C -0.0458
8. H 0.0906
9. H 0.0761
10. H 0.0651
11. H 0.1191
12. H 0.1190
13. H 0.0553
14. H 0.1114
15. H 0.1533
16. C -0.0065
17. C -0.1605
18. O 0.0644
19. C -0.5029
20. O -0.1499
21. O 0.0975
22. C -0.0030
23. H 0.0951
24. H 0.0757
25. H 0.0532
26. H 0.1465
27. H 0.0041
28. H 0.0551
29. H 0.0567
30. H 0.1246
31. C -0.0603
32. C -0.1158
33. O -0.1710
34. C -0.5939
35. O 0.1265
36. O 0.0232
37. C -0.0534
38. H 0.0268
39. H 0.1177
40. H 0.1072
41. H 0.0754
42. H 0.1528
43. H 0.1040
44. H 0.1007
45. H 0.1001
46. C -0.1396
47. C -0.0836
48. C -0.1475
49. O -0.1757
50. C -0.1330
51. H 0.1425
52. H 0.0305
53. H 0.0703
54. H 0.1332
55. H 0.0830
56. H 0.1316
57. H 0.0604
58. H 0.1332
59. C -0.1671
60. C -0.1264
61. C -0.1296
62. O -0.1815
63. C -0.3187
64. H 0.1462
65. H 0.0986
66. H 0.1162
67. H 0.1105
68. H 0.1220
69. H 0.1270
70. H 0.1419
71. H 0.1171
72. C -0.1214
73. C -0.1564
74. C -0.2335
75. O -0.0977
76. C -0.1623
77. H 0.0789
78. H 0.1158
79. H 0.0547
80. H 0.0294
81. H 0.0717
82. H -0.0228
83. H 0.1257
84. H 0.0959
85. C -0.0982
86. C -0.1409
87. C -0.2017
88. O -0.1193
89. C -0.2030
90. H 0.0635
91. H 0.1226
92. H 0.1363
93. H 0.0228
94. H 0.1447
95. H 0.1000
96. H 0.1163
97. H 0.1143
98. C -0.1772
99. C -0.1824

***

# 2
# C40H84ClN8O17PS3

A 4-piece molecular cluster, C40H84ClN8O17PS3 overall (the ωB97M-V functional and the def2-TZVPD basis, the Open Molecules 2025 dataset).

SMILES: [H]/N=C(\C)C[C@@H](S)O[C@](CCCCS(=O)(=O)Cl)(CNC)[C@](CCN)(O[C@](CON=O)(P(=O)(O)O)S(C)(=O)=O)c1ccncc1.COCCNCCOC.COCCNCCOC.COCCNCCOC
HOMO, eV: -8.22
LUMO level, eV: -0.12
HOMO-LUMO gap, eV: 8.10

Structure (XYZ):
```
154
C40H84ClN8O17PS3 | the Open Molecules 2025 dataset | the ωB97M-V functional and the def2-TZVPD basis
H 3.34167 5.01547 -0.79217
N 2.59051 4.36840 -0.54820
C 2.85937 3.84121 0.58105
C 4.11266 4.19087 1.35855
C 1.83610 2.87561 1.13811
C 2.47489 1.49381 1.52082
S 3.12272 1.58357 3.24042
O 1.54209 0.51609 1.19262
C 1.70891 -0.88757 1.42483
C 3.10465 -1.35264 1.85984
C 4.38434 -0.82307 1.17040
C 4.40960 -0.52771 -0.34188
C 5.00026 -1.71220 -1.15945
S 6.31161 -1.27157 -2.29171
O 6.29083 -2.17744 -3.39212
O 7.57233 -1.23138 -1.63096
Cl 5.83691 0.56761 -3.09031
C 1.37292 -1.53953 0.04213
N 2.21584 -2.67216 -0.34953
C 1.63203 -3.28251 -1.57873
C 0.57705 -1.30612 2.46545
C -0.85141 -1.15201 1.94017
C -1.28189 0.13366 1.20511
N -2.73265 0.38248 1.36756
O 0.88911 -0.63885 3.68413
C 0.06830 -0.58351 4.81333
C 1.09931 0.01622 5.85383
O 0.81457 -0.23396 7.21165
N 2.02166 -0.49223 7.89036
O 1.93675 -0.19438 9.01109
P -0.71525 -2.07251 5.61980
O -1.66315 -1.57986 6.61595
O -1.54140 -3.07109 4.68985
O 0.34623 -2.96235 6.42398
S -1.26881 0.74863 4.81268
C -0.67801 2.15316 3.83514
O -1.39347 1.31815 6.12577
O -2.53127 0.23631 4.37050
C 0.81793 -2.81310 2.75648
C 0.30922 -3.84394 1.98336
C 0.58038 -5.14280 2.31047
N 1.31249 -5.52470 3.34169
C 1.81791 -4.53000 4.05648
C 1.60714 -3.20576 3.81671
H 3.80096 4.70969 2.27179
H 4.68020 3.30503 1.63814
H 4.72215 4.89703 0.79759
H 1.03540 2.70477 0.42404
H 1.47478 3.34069 2.05906
H 3.36366 1.46703 0.88541
H 2.75880 2.80505 3.67538
H 3.20453 -2.43126 1.90279
H 3.19419 -1.06867 2.91621
H 4.69842 0.08831 1.68345
H 5.19465 -1.52289 1.38103
H 3.47948 -0.19052 -0.78958
H 5.11547 0.29682 -0.48935
H 4.19825 -2.08287 -1.79548
H 5.29571 -2.54545 -0.52729
H 1.50601 -0.76685 -0.71625
H 0.32366 -1.84921 -0.05038
H 2.23478 -3.40648 0.34621
H 0.99725 -4.11703 -1.25832
H 1.08214 -2.55790 -2.17008
H 2.44973 -3.72658 -2.14966
H -1.11240 -1.95051 1.25228
H -1.57939 -1.28258 2.75212
H -1.12365 -0.04589 0.13038
H -0.72545 1.03634 1.43175
H -2.93629 1.15196 0.73469
H -3.24156 -0.40283 0.96903
H 1.12504 1.09270 5.67484
H 2.09185 -0.37795 5.62323
H -1.19940 -3.22365 3.79649
H 0.14716 -2.84614 7.36224
H 0.07047 1.75382 3.14840
H -1.53900 2.50494 3.27044
H -0.28500 2.90378 4.50924
H -0.29199 -3.65107 1.10517
H 0.15115 -5.92161 1.68558
H 2.42473 -4.78554 4.91974
H 2.04992 -2.44793 4.44358
C 4.70490 7.75263 -6.59724
O 3.58862 6.90374 -6.78791
C 3.73447 5.99087 -7.87028
C 3.84641 4.56643 -7.36530
N 5.11793 4.34483 -6.68657
C 5.19868 3.07808 -5.96197
C 4.24174 2.85867 -4.79173
O 4.48244 3.70227 -3.68024
C 3.86694 4.97659 -3.75309
H 4.42879 8.50249 -5.85740
H 5.57086 7.19820 -6.22019
H 4.97644 8.26312 -7.52560
H 4.58382 6.25329 -8.50728
H 2.82845 6.07319 -8.47781
H 3.76884 3.87826 -8.21218
H 2.99297 4.38695 -6.69822
H 5.27223 5.09731 -6.02873
H 6.21744 3.00427 -5.57223
H 5.07388 2.25891 -6.67735
H 4.41209 1.83774 -4.43349
H 3.18839 2.90379 -5.09291
H 2.91798 4.94495 -4.29260
H 4.53397 5.70966 -4.21429
H 3.67111 5.31049 -2.73540
C -4.33927 -4.02036 -6.31275
O -3.41388 -3.66761 -7.32386
C -3.46534 -2.29650 -7.70272
C -2.20607 -1.57030 -7.27465
N -2.14921 -1.42161 -5.82437
C -0.86021 -0.95553 -5.31924
C 0.35991 -1.84940 -5.53269
O 0.32589 -3.06435 -4.80322
C -0.37383 -4.12646 -5.43078
H -4.32333 -5.10448 -6.21206
H -4.06626 -3.57997 -5.34759
H -5.35354 -3.71052 -6.57946
H -4.35982 -1.80346 -7.31186
H -3.52538 -2.27167 -8.79454
H -2.18854 -0.57892 -7.73647
H -1.35130 -2.14231 -7.65804
H -2.35384 -2.31514 -5.39677
H -0.97906 -0.81295 -4.24136
H -0.65398 0.03040 -5.74774
H 1.22754 -1.30267 -5.15107
H 0.56504 -2.03901 -6.59207
H -0.30020 -4.08139 -6.51937
H -1.42389 -4.13914 -5.12770
H 0.07220 -5.06234 -5.09238
C -5.00225 -0.58407 5.11579
O -5.95542 -1.43902 5.73982
C -6.51293 -0.90396 6.92952
C -7.97885 -0.57086 6.73168
N -8.14215 0.57477 5.84350
C -9.51574 0.80276 5.40352
C -10.18307 -0.27771 4.55488
O -9.61772 -0.43633 3.26570
C -8.49034 -1.29351 3.20198
H -4.52641 -1.14179 4.31467
H -5.48995 0.29765 4.68210
H -4.23701 -0.27113 5.82207
H -5.95210 -0.03435 7.28348
H -6.43380 -1.68131 7.69627
H -8.43212 -0.33915 7.70062
H -8.46702 -1.46910 6.33087
H -7.56481 0.43622 5.02445
H -9.50870 1.72454 4.81578
H -10.13763 0.99372 6.28438
H -11.21596 0.03998 4.38499
H -10.24412 -1.24179 5.07292
H -8.54369 -2.09901 3.93795
H -7.56099 -0.73368 3.33142
H -8.46767 -1.73672 2.20523
```

Löwdin population analysis, charges in e, atoms 1 to 99:
1. H 0.0328
2. N 0.1523
3. C -0.4129
4. C -0.0403
5. C -0.1276
6. C -0.5965
7. S 0.8579
8. O -0.0988
9. C -0.2953
10. C -0.1136
11. C -0.1603
12. C -0.2239
13. C -0.2613
14. S 0.3525
15. O -0.3465
16. O -0.3229
17. Cl 0.4907
18. C -0.1368
19. N -0.0952
20. C -0.0765
21. C -0.2796
22. C -0.0953
23. C -0.2441
24. N 0.0123
25. O -0.1269
26. C -0.4093
27. C -0.1845
28. O -0.1117
29. N -0.0191
30. O 0.1007
31. P 0.4926
32. O -0.2283
33. O -0.0685
34. O -0.1105
35. S 0.6737
36. C -0.0988
37. O -0.2876
38. O -0.3218
39. C -0.1645
40. C -0.0484
41. C -0.1301
42. N 0.1026
43. C -0.1135
44. C -0.0528
45. H 0.0846
46. H 0.0578
47. H 0.0800
48. H 0.1216
49. H 0.0898
50. H 0.0861
51. H -0.1047
52. H 0.1120
53. H 0.0917
54. H 0.0687
55. H 0.1210
56. H 0.1007
57. H 0.0797
58. H 0.0752
59. H 0.1146
60. H 0.1280
61. H 0.1003
62. H 0.0890
63. H 0.0802
64. H 0.0720
65. H 0.0790
66. H 0.0995
67. H 0.1070
68. H 0.1119
69. H 0.0800
70. H 0.0735
71. H 0.0748
72. H 0.1089
73. H 0.1192
74. H 0.0556
75. H 0.0974
76. H 0.0200
77. H 0.0808
78. H 0.0736
79. H 0.1117
80. H 0.1179
81. H 0.1237
82. H 0.1198
83. C -0.1155
84. O -0.1952
85. C -0.2165
86. C -0.2156
87. N -0.0498
88. C -0.1970
89. C -0.2624
90. O -0.1892
91. C -0.0918
92. H 0.0881
93. H 0.0782
94. H 0.0877
95. H 0.1221
96. H 0.1209
97. H 0.1234
98. H 0.1046
99. H 0.0674

***

Question: What is the LUMO level in the second record?
Answer: -0.12 eV